# 1
DFT (ωB97M-V with the def2-TZVPD basis set) results for a structure of composition C33H38AuBF3N2O2Te.

The geometry in XYZ format:
```
81
Properties=species:S:1:pos:R:3
Au 0.124 -0.106 0.796
Te 0.205 1.730 3.904
F -6.753 -4.293 5.228
F -5.488 -5.962 4.693
F -6.801 -5.073 3.221
O -0.199 -1.169 -2.016
O 1.924 -0.320 -1.836
N -0.324 3.375 -1.488
N 0.325 3.119 0.701
C 0.932 0.008 4.970
C 3.115 -1.167 -6.605
C -4.286 -1.712 2.894
C -5.253 -2.644 3.226
C 0.871 -1.756 -5.505
C -5.973 -4.791 4.246
C 0.355 2.264 -3.647
C 3.637 0.265 -6.786
C 0.215 1.021 9.072
C 0.511 1.999 8.125
C -2.938 -1.944 3.182
C 2.154 -1.222 -5.411
C 0.657 3.296 -0.519
C 4.300 -2.107 -6.340
C -2.432 2.048 -1.648
C -2.592 -3.149 3.795
C 0.445 -1.285 -3.218
C -4.894 -3.830 3.850
C 1.170 2.613 5.719
C 2.088 3.401 -0.982
C -0.051 3.531 -2.911
C -0.005 -1.801 -4.406
C 2.442 -1.594 -7.907
C -3.562 -4.087 4.127
C 0.458 -0.673 7.385
C -1.929 -0.969 2.848
C 0.812 1.650 6.812
C 0.738 0.302 6.435
C 2.590 -0.726 -4.169
C 0.208 -0.319 8.708
C -1.724 3.277 -1.095
C 1.724 -0.771 -3.108
C -1.098 -0.115 2.585
B 0.718 -0.543 -1.102
H -1.742 3.252 -0.010
H 1.594 -0.949 -8.149
H 3.164 -1.531 -8.726
H -6.295 -2.454 2.997
H -4.560 -0.785 2.405
H 2.086 -2.626 -7.858
H -3.445 1.994 -1.239
H -3.279 -5.021 4.595
H 0.509 3.046 8.408
H 3.952 -3.135 -6.217
H -0.375 1.468 -3.488
H 0.415 -1.715 7.085
H 4.289 0.564 -5.963
H 2.807 0.974 -6.828
H -0.006 -1.085 9.445
H -2.511 2.070 -2.738
H 1.987 -0.107 4.714
H 4.833 -1.822 -5.430
H 1.321 1.899 -3.301
H 3.586 -0.317 -4.034
H 0.713 4.294 -3.062
H 2.399 2.462 -1.445
H -0.967 3.925 -3.356
H 0.428 2.454 -4.723
H 2.242 2.562 5.511
H 0.394 -0.876 4.641
H -1.001 -2.215 -4.493
H -1.903 1.136 -1.353
H 4.212 0.346 -7.714
H -1.547 -3.343 4.005
H 2.720 3.575 -0.116
H 2.247 4.210 -1.694
H 0.520 -2.154 -6.447
H 0.909 3.645 5.953
H 1.128 3.074 1.316
H -0.010 1.307 10.092
H -2.237 4.187 -1.428
H 5.009 -2.079 -7.175
```

Output
Energy, hartree: -2268.54809
Net charge: -1
ΔE to the lowest compared entry with this formula, charge and spin, eV: 0.921
2S+1: 1

Löwdin atomic charge list, values in e, 2 entries:
1. Au 0.718
2. Te 1.243

# 2
DFT (ωB97M-V with the def2-TZVPD basis set) results for a structure of composition C33H38MnN6O2SSbSe4.

The geometry in XYZ format:
```
86
Properties=species:S:1:pos:R:3
Sb 5.013 14.163 22.151
Se 3.120 14.817 20.756
Se 6.158 16.219 22.883
Se 6.478 12.486 20.987
Se 4.644 12.985 24.269
Mn 5.522 8.276 18.843
S 7.613 11.102 15.289
O 3.458 4.427 16.099
O 3.830 8.969 21.219
N 5.973 6.466 18.772
N 9.066 10.105 19.528
N 2.432 4.826 14.112
N 3.699 8.138 17.517
N 6.241 9.896 17.126
N 7.004 9.176 19.823
C 9.941 10.010 21.908
C 4.423 8.750 20.223
C 2.881 6.677 15.795
C 1.950 8.919 16.132
C 2.098 7.773 15.336
C 7.217 5.025 16.496
C 9.604 5.812 17.134
C 6.584 5.628 19.427
C 2.673 5.518 12.872
C 7.965 5.142 18.975
C 3.726 4.720 20.114
C 7.430 8.639 22.316
C 8.931 5.064 19.962
C 9.028 9.696 20.859
C 4.752 4.814 21.253
C 7.482 10.301 17.685
C 2.793 9.081 17.178
C 6.148 5.057 20.790
C 7.753 9.938 18.992
C 7.205 5.002 21.676
C 8.315 11.028 16.790
C 8.529 5.122 21.348
C 2.318 3.369 14.019
C 3.021 5.250 15.297
C 4.281 5.793 22.387
C 1.373 5.610 12.058
C 6.212 10.217 15.842
C 3.736 6.944 16.900
C 9.471 9.653 23.234
C 8.232 9.055 23.444
C 8.331 4.920 17.504
C 1.262 2.735 14.967
C 7.762 9.032 21.034
H 3.279 5.683 19.825
H 2.877 4.087 20.378
H 9.730 10.638 18.990
H 8.717 3.853 17.487
H 10.797 10.643 21.652
H 1.229 9.677 16.024
H 1.008 4.655 11.682
H 4.161 4.286 19.225
H 9.479 6.826 17.579
H 4.671 5.496 23.347
H 9.369 5.108 22.124
H 4.400 6.132 17.300
H 6.682 5.980 16.521
H 4.756 3.789 21.691
H 3.195 5.742 22.366
H 1.605 6.336 11.259
H 2.238 3.053 12.941
H 10.505 5.267 17.519
H 7.848 8.772 24.410
H 5.307 10.306 15.249
H 9.126 11.683 17.083
H 2.818 10.065 17.706
H 0.989 1.752 14.701
H 3.325 4.990 12.165
H 1.481 2.632 16.029
H 7.696 5.053 15.474
H 6.566 7.972 22.552
H 4.572 6.868 22.255
H 10.141 9.939 24.046
H 0.546 6.049 12.647
H 10.000 4.969 19.743
H 0.397 3.432 14.940
H 1.537 7.720 14.383
H 6.916 4.882 22.701
H 9.663 5.923 16.116
H 6.331 4.251 16.607
H 3.312 2.940 14.221
H 3.172 6.468 13.045
```

Output
Energy, hartree: -13154.35399
Net charge: -2
2S+1: 5
⟨S²⟩: 6.08

Löwdin atomic charge list, values in e, 2 entries:
1. Sb -0.556
2. Se -0.413

# 3
DFT (ωB97M-V with the def2-TZVPD basis set) results for a structure of composition C33H38N3P2PtSe.

The geometry in XYZ format:
```
78
Properties=species:S:1:pos:R:3
Pt 1.049 0.540 0.556
Se 1.588 0.803 3.090
P 1.192 -1.544 -0.232
P -1.270 0.392 0.188
N -2.538 -1.119 -1.711
N -0.362 -2.877 -2.037
N 1.175 2.676 0.342
C 2.419 -2.774 1.960
C 2.474 4.424 -0.654
C 1.309 -3.006 0.934
C 3.363 2.081 -0.254
C -2.661 0.140 1.470
C -2.045 0.175 2.872
C 5.388 0.248 0.170
C -0.669 3.290 1.765
C -1.580 4.225 2.182
C 1.569 -4.310 0.174
C 1.486 5.327 -0.457
C -2.567 -2.109 -2.658
C -3.750 -3.241 -4.426
C 4.097 -0.055 0.542
C -0.343 -1.898 -1.171
C -3.700 -2.247 -3.484
C -2.668 -4.130 -4.579
C 0.364 4.962 0.335
C -0.613 5.891 0.751
C 0.284 3.629 0.782
C 2.449 -1.906 -1.509
C 5.688 1.468 -0.449
C -1.554 -4.007 -3.790
C -1.582 5.526 1.647
C 3.028 0.824 0.300
C -3.707 1.258 1.381
C 4.680 2.384 -0.634
C -3.384 -1.194 1.260
C -1.484 -2.991 -2.815
C 2.317 3.080 -0.212
C -1.924 1.686 -0.928
C -0.024 -3.121 1.673
C -1.453 -1.016 -0.991
H -0.705 -4.672 -3.889
H -3.260 2.247 1.454
H -0.849 -3.363 0.997
H 2.367 -1.777 2.417
H -1.184 1.824 -1.717
H 3.407 -2.908 1.510
H -4.515 -1.548 -3.343
H -4.167 -1.280 2.020
H 2.454 -1.058 -2.193
H -2.288 3.965 2.960
H 2.548 -4.309 -0.308
H -2.864 1.355 -1.367
H 1.566 6.340 -0.835
H 3.905 -0.978 1.065
H -0.561 6.906 0.372
H -4.400 1.145 2.222
H -2.321 6.247 1.976
H 6.184 -0.459 0.377
H -2.762 -0.240 3.588
H -4.290 1.208 0.459
H -1.096 -0.352 2.957
H 6.705 1.704 -0.740
H -1.801 1.192 3.181
H -2.060 2.628 -0.407
H -4.623 -3.347 -5.057
H -2.711 -2.045 1.383
H 3.380 4.700 -1.175
H 1.557 -5.136 0.893
H -2.720 -4.913 -5.325
H 4.918 3.354 -1.053
H 2.199 -2.822 -2.039
H 0.809 -4.504 -0.585
H 0.054 -3.922 2.414
H -0.258 -2.200 2.208
H -3.846 -1.265 0.276
H -0.576 2.313 2.224
H 2.324 -3.523 2.753
H 3.437 -1.987 -1.060
```

Output
Energy, hartree: -4648.12395
Net charge: -1
ΔE to the lowest compared entry with this formula, charge and spin, eV: 0.226
2S+1: 1

Löwdin atomic charge list, values in e, 2 entries:
1. Pt 0.684
2. Se -0.209

# 4
DFT (ωB97M-V with the def2-TZVPD basis set) results for a structure of composition C33H38O2OsP2S4.

The geometry in XYZ format:
```
80
Properties=species:S:1:pos:R:3
Os -1.219 -0.298 -1.739
S -2.962 -1.923 -1.397
S -0.316 -2.005 -2.884
S -0.379 1.054 -3.301
S -2.973 1.130 -1.767
P -0.681 -0.383 1.825
P 1.769 0.098 0.048
O 0.818 0.065 -1.120
O -1.476 -0.308 0.550
C 5.670 -2.055 -1.016
C -4.417 0.193 -2.419
C 0.638 0.094 -4.482
C -1.314 3.550 2.885
C -0.604 -2.952 5.002
C -2.720 2.347 -3.115
C 3.282 -2.141 -0.704
C 4.494 -2.783 -1.026
C -1.398 2.328 2.252
C 4.482 -0.023 -0.571
C 0.045 1.330 3.897
C 5.686 -0.669 -0.835
C -2.911 -2.799 4.246
C -1.154 -1.655 2.997
C -2.517 -1.988 3.177
C 1.640 2.854 0.086
C 3.024 4.265 1.454
C 2.207 1.714 0.609
C -1.962 -3.229 5.170
C -0.502 3.696 4.026
C -1.768 1.869 -4.170
C -1.505 -3.372 -3.167
C -4.576 -1.059 -1.626
C 3.279 -0.755 -0.407
C -0.647 1.207 2.674
C 3.222 1.851 1.582
C 2.073 4.121 0.449
C 1.091 -0.809 1.482
C 0.096 2.564 4.570
C 3.634 3.145 1.992
C 0.169 -1.344 -4.531
C -0.195 -2.200 3.896
C -2.939 -2.977 -2.872
H -1.365 -3.730 -4.191
H -2.182 1.135 -4.862
H 1.701 -0.654 2.364
H -1.176 -4.182 -2.476
H -2.229 -3.816 6.029
H -0.311 4.672 4.485
H 0.083 -3.326 5.743
H -5.286 0.845 -2.188
H -3.533 -3.858 -2.599
H 4.451 1.064 -0.502
H -0.710 -1.430 -5.184
H -3.375 -2.468 -3.774
H -3.253 -1.605 2.486
H 0.936 2.762 -0.738
H -1.869 4.396 2.480
H -2.348 3.266 -2.614
H -5.260 -1.725 -2.142
H 1.111 -1.902 1.274
H 1.671 0.186 -4.125
H -3.982 -3.044 4.351
H 0.536 0.476 4.359
H -4.925 -0.815 -0.602
H 3.366 5.249 1.726
H -3.742 2.528 -3.519
H 0.982 -2.010 -4.903
H 6.624 -2.533 -1.191
H -1.276 2.698 -4.687
H 2.356 -2.717 -0.635
H -2.027 2.199 1.381
H -4.353 0.076 -3.513
H 0.878 -2.050 3.770
H 4.454 3.238 2.660
H 4.529 -3.811 -1.303
H 0.610 2.642 5.514
H 6.607 -0.086 -0.975
H 0.626 0.568 -5.486
H 1.704 5.012 -0.050
H 3.793 1.000 1.915
```

Output
Energy, hartree: -3795.47568
Net charge: +4
2S+1: 5
⟨S²⟩: 6.03

Löwdin atomic charge list, values in e, 2 entries:
1. Os 0.810
2. S 0.859

# 5
DFT (ωB97M-V with the def2-TZVPD basis set) results for an isolated molecule of C33H38O2P2.

The geometry in XYZ format:
```
75
Properties=species:S:1:pos:R:3
P -2.205 -1.787 0.455
P 2.114 1.121 -0.363
O -2.025 -1.836 1.913
O 0.889 1.181 -1.170
C -2.240 1.794 2.617
C -4.976 -4.747 0.430
C 0.765 -1.959 -2.390
C -1.223 2.578 1.792
C -4.063 -3.781 0.816
C -4.203 1.725 0.935
C 4.409 -0.563 -0.462
C -0.659 -2.076 -0.466
C 0.332 -2.766 0.218
C 2.872 5.102 -0.620
C 1.536 -3.051 -0.399
C -2.895 -0.189 -0.154
C 4.423 -0.535 -3.238
C -4.097 0.210 0.703
C 3.437 0.145 -1.154
C 0.218 2.140 2.052
C -5.188 -4.994 -0.916
C 1.875 0.377 1.313
C 1.750 -2.652 -1.707
C -0.439 -1.668 -1.774
C 5.388 -1.247 -2.545
C 3.451 0.160 -2.541
C 4.112 2.899 0.529
C 2.912 2.748 -0.152
C -3.575 -3.313 -1.491
C 2.298 3.848 -0.731
C 0.450 0.657 1.762
C 4.684 4.153 0.640
C 5.379 -1.260 -1.160
C -3.691 2.168 2.310
C -3.365 -3.061 -0.142
C -4.486 -4.279 -1.874
C 4.065 5.253 0.068
H -3.168 -0.263 -1.207
H -1.191 -1.106 -2.306
H -2.088 0.541 -0.068
H 0.873 2.727 1.400
H 6.147 -1.795 -3.084
H 1.367 3.700 -1.260
H -0.207 0.336 0.950
H 5.617 4.275 1.171
H 2.309 -3.585 0.137
H -5.521 -5.307 1.176
H 2.605 0.770 2.021
H -2.104 0.726 2.455
H 2.680 0.714 -3.057
H -3.874 -3.572 1.859
H -5.250 2.027 0.863
H 4.516 6.231 0.157
H -1.426 2.454 0.727
H 0.495 2.364 3.085
H -2.051 1.990 3.676
H 2.393 5.959 -1.069
H -4.651 -4.478 -2.924
H -1.318 3.644 2.019
H -4.021 -0.291 1.672
H -5.007 -0.159 0.225
H 2.024 -0.702 1.204
H 4.429 -0.524 -4.318
H 6.133 -1.817 -0.621
H -3.020 -2.761 -2.236
H 0.143 -3.059 1.241
H -5.900 -5.747 -1.222
H 0.939 -1.637 -3.406
H -3.809 3.252 2.391
H -4.329 1.711 3.071
H 0.208 0.049 2.635
H -3.664 2.256 0.149
H 4.597 2.037 0.965
H 2.690 -2.872 -2.193
H 4.406 -0.580 0.618
```

Output
Energy, hartree: -2113.58369
SMILES string: O=P(CCCCCCCCCP(=O)(c1ccccc1)c1ccccc1)(c1ccccc1)c1ccccc1
ΔE to the lowest compared entry with this formula, charge and spin, eV: 0.055
2S+1: 1

Löwdin atomic charge list, values in e, 2 entries:
1. P 0.732
2. P 0.750

# 6
DFT (ωB97M-V with the def2-TZVPD basis set) results for a cluster of 2 separate species, C33H39BN in total.

The geometry in XYZ format:
```
74
Properties=species:S:1:pos:R:3
N -0.857 -0.863 11.616
C 0.139 3.485 6.171
C -4.455 5.996 5.648
C -0.125 6.797 4.454
C 0.066 -2.545 13.174
C -1.283 -1.988 10.651
C 0.816 0.747 6.357
C -2.819 4.304 6.527
C -1.711 -1.489 9.284
C 1.119 2.915 5.319
C 2.035 7.836 4.099
C -2.424 -2.805 11.259
C -0.089 1.329 7.257
C 1.119 0.396 12.510
C 1.461 1.568 5.418
C 0.652 7.795 3.874
C -0.391 4.807 5.926
C 0.166 -3.138 14.437
C 0.752 0.340 10.049
C 2.638 6.860 4.909
C 0.592 -0.427 11.338
C -5.738 6.347 5.232
C -1.616 -1.012 14.008
C -0.386 2.683 7.203
C -5.234 3.754 6.157
C -4.160 4.690 6.135
C -6.513 4.106 5.720
C -6.774 5.403 5.243
C 0.458 5.820 5.293
C -0.632 -2.677 15.491
C 1.860 5.861 5.495
C -0.816 -1.482 12.981
C -1.737 5.128 6.244
C -1.522 -1.622 15.274
B -1.888 0.414 11.470
H -5.924 7.361 4.874
H -0.049 1.077 9.909
H 0.171 8.545 3.245
H -2.046 -3.610 11.900
H -0.572 0.721 8.016
H 1.576 -0.246 13.270
H -1.597 1.259 12.293
H -1.193 6.738 4.236
H -3.026 0.025 11.664
H 1.585 3.533 4.551
H -3.003 -3.273 10.454
H -2.522 -0.752 9.355
H 2.222 1.151 4.758
H 1.690 0.914 10.067
H 0.687 -2.930 12.357
H 1.893 1.087 12.156
H 2.642 8.630 3.659
H 0.813 -0.323 9.181
H 2.339 5.103 6.119
H 3.715 6.879 5.085
H -2.164 -1.241 16.073
H -1.048 3.132 7.945
H -3.119 -2.187 11.843
H -7.777 5.684 4.913
H 0.339 1.002 12.987
H -1.955 6.195 6.170
H -2.095 -2.348 8.716
H 1.165 -1.359 11.253
H -1.884 1.003 10.335
H -7.320 3.367 5.727
H -2.306 -0.181 13.828
H -0.389 -2.619 10.548
H -0.888 -1.067 8.706
H 0.866 -3.960 14.596
H -0.566 -3.138 16.483
H -3.660 6.736 5.579
H -5.029 2.738 6.505
H 1.030 -0.323 6.408
H -2.710 3.304 6.938
```

Output
Energy, hartree: -1360.16822
Net charge: +1
2S+1: 1

Löwdin atomic charge list, values in e, 2 entries:
1. N -0.099
2. C -0.169

Repeat the third record exactly.
DFT (ωB97M-V with the def2-TZVPD basis set) results for a structure of composition C33H38N3P2PtSe.

The geometry in XYZ format:
```
78
Properties=species:S:1:pos:R:3
Pt 1.049 0.540 0.556
Se 1.588 0.803 3.090
P 1.192 -1.544 -0.232
P -1.270 0.392 0.188
N -2.538 -1.119 -1.711
N -0.362 -2.877 -2.037
N 1.175 2.676 0.342
C 2.419 -2.774 1.960
C 2.474 4.424 -0.654
C 1.309 -3.006 0.934
C 3.363 2.081 -0.254
C -2.661 0.140 1.470
C -2.045 0.175 2.872
C 5.388 0.248 0.170
C -0.669 3.290 1.765
C -1.580 4.225 2.182
C 1.569 -4.310 0.174
C 1.486 5.327 -0.457
C -2.567 -2.109 -2.658
C -3.750 -3.241 -4.426
C 4.097 -0.055 0.542
C -0.343 -1.898 -1.171
C -3.700 -2.247 -3.484
C -2.668 -4.130 -4.579
C 0.364 4.962 0.335
C -0.613 5.891 0.751
C 0.284 3.629 0.782
C 2.449 -1.906 -1.509
C 5.688 1.468 -0.449
C -1.554 -4.007 -3.790
C -1.582 5.526 1.647
C 3.028 0.824 0.300
C -3.707 1.258 1.381
C 4.680 2.384 -0.634
C -3.384 -1.194 1.260
C -1.484 -2.991 -2.815
C 2.317 3.080 -0.212
C -1.924 1.686 -0.928
C -0.024 -3.121 1.673
C -1.453 -1.016 -0.991
H -0.705 -4.672 -3.889
H -3.260 2.247 1.454
H -0.849 -3.363 0.997
H 2.367 -1.777 2.417
H -1.184 1.824 -1.717
H 3.407 -2.908 1.510
H -4.515 -1.548 -3.343
H -4.167 -1.280 2.020
H 2.454 -1.058 -2.193
H -2.288 3.965 2.960
H 2.548 -4.309 -0.308
H -2.864 1.355 -1.367
H 1.566 6.340 -0.835
H 3.905 -0.978 1.065
H -0.561 6.906 0.372
H -4.400 1.145 2.222
H -2.321 6.247 1.976
H 6.184 -0.459 0.377
H -2.762 -0.240 3.588
H -4.290 1.208 0.459
H -1.096 -0.352 2.957
H 6.705 1.704 -0.740
H -1.801 1.192 3.181
H -2.060 2.628 -0.407
H -4.623 -3.347 -5.057
H -2.711 -2.045 1.383
H 3.380 4.700 -1.175
H 1.557 -5.136 0.893
H -2.720 -4.913 -5.325
H 4.918 3.354 -1.053
H 2.199 -2.822 -2.039
H 0.809 -4.504 -0.585
H 0.054 -3.922 2.414
H -0.258 -2.200 2.208
H -3.846 -1.265 0.276
H -0.576 2.313 2.224
H 2.324 -3.523 2.753
H 3.437 -1.987 -1.060
```

Output
Energy, hartree: -4648.12395
Net charge: -1
ΔE to the lowest compared entry with this formula, charge and spin, eV: 0.226
2S+1: 1

Löwdin atomic charge list, values in e, 2 entries:
1. Pt 0.684
2. Se -0.209